1.
{"formula": "C3H6LiO4", "method": "ωB97M-V/def2-TZVPD", "species": ["H", "O", "H", "C", "C", "O", "C", "O", "O", "H", "H", "H", "H", "Li"], "positions_angstrom": [[-6.92673, -0.01284, -1.02211], [-6.04988, -0.38656, -1.17219], [-5.46216, 0.37539, -1.20841], [-0.27834, 0.39698, -0.50662], [0.86528, -0.27593, 0.14733], [1.99094, 0.60093, 0.14749], [3.13549, 0.16313, 0.69324], [3.21042, -0.99250, 1.17878], [4.07405, 0.99649, 0.75764], [-0.10835, 1.13268, -1.29331], [-1.27881, 0.24733, -0.10016], [1.13838, -1.20810, -0.38386], [0.61849, -0.56844, 1.18072], [5.07123, -0.46855, 1.58146]], "forces_ev_per_a": [[0.144, -0.072, -0.025], [-0.115, 0.127, 0.029], [-0.027, -0.053, -0.004], [-0.147, 0.274, 0.153], [-0.067, -0.557, 0.108], [-0.015, 0.293, -0.294], [0.021, 0.446, 0.627], [0.298, -0.602, 0.022], [0.467, -0.203, -0.124], [-0.073, -0.304, 0.257], [0.305, 0.046, -0.290], [-0.042, 0.220, 0.161], [0.089, 0.073, -0.283], [-0.838, 0.312, -0.336]], "de_lowest_kcal_mol": 0.00, "charge": 0, "lumo_energy_ev": [-0.53, -0.53], "orbital_gap_ev": [7.7, 9.2], "spin_multiplicity": 2}

2.
{"formula": "C10H15N3S", "method": "ωB97M-V/def2-TZVPD", "species": ["C", "S", "C", "C", "C", "N", "C", "C", "C", "N", "C", "C", "C", "N", "H", "H", "H", "H", "H", "H", "H", "H", "H", "H", "H", "H", "H", "H", "H"], "positions_angstrom": [[-2.71393, 1.58478, -0.81723], [-2.62226, 0.62253, 0.68472], [-1.48315, -0.75877, 0.42866], [-0.17483, -0.26792, -0.18263], [-0.31319, 0.18814, -1.53368], [-0.31266, 0.55089, -2.61240], [0.82846, -1.61219, -0.31227], [0.50544, -2.52802, -1.43831], [2.22293, -1.06911, -0.46901], [0.39140, 0.75893, 0.65767], [0.65036, 0.61318, 1.97883], [0.85397, 1.86810, 2.54226], [0.72488, 2.76452, 1.43141], [0.31370, 2.08523, 0.36337], [-2.68149, 0.79893, -1.58997], [-1.88935, 2.21831, -0.91154], [-3.70891, 2.13264, -0.76211], [-2.01311, -1.50978, -0.15636], [-1.34297, -1.06455, 1.42141], [0.89507, -2.04662, 0.66132], [0.76462, -2.10363, -2.44644], [1.26435, -3.45189, -1.26123], [-0.58807, -2.64716, -1.64564], [2.38820, -0.77098, -1.59652], [2.95607, -1.84106, -0.08406], [2.34034, -0.20908, 0.24677], [0.68305, -0.33580, 2.40089], [1.35575, 2.18160, 3.53410], [0.70532, 3.84879, 1.46800]], "forces_ev_per_a": [[-2.052, -1.484, -0.275], [-0.826, 0.322, 1.707], [-1.128, 1.560, -1.894], [0.730, -2.869, 0.534], [0.350, 0.458, 0.166], [-0.066, 0.106, -1.184], [0.134, 3.171, 0.120], [0.723, -1.486, -1.348], [1.561, 0.590, -0.721], [-0.360, 1.737, 1.297], [0.342, 1.642, 0.284], [1.810, 0.496, 0.377], [-1.383, -1.635, 0.453], [0.751, 0.295, -0.941], [-0.515, 0.955, -0.264], [1.081, 1.152, -0.203], [1.337, -0.747, -0.274], [0.491, -0.201, -0.076], [0.416, -0.815, 1.266], [-0.974, -0.728, 0.698], [0.447, -0.041, 1.080], [-2.521, 1.571, -0.715], [0.795, -1.057, 0.902], [0.141, -0.414, 2.380], [-0.543, 0.742, -0.985], [0.276, -0.657, -1.143], [0.155, -1.400, 0.765], [-1.354, -0.982, -1.685], [0.181, -0.279, -0.321]], "smiles": "CSC[C@](C#N)(C(C)C)n1cccn1", "de_lowest_kcal_mol": 69.57, "charge": 0, "lumo_energy_ev": 0.65, "orbital_gap_ev": 9.2}

3.
{"formula": "C55H40NO6PRuS2Se3", "method": "ωB97M-V/def2-TZVPD", "species": ["Ru", "Se", "P", "Se", "C", "C", "C", "C", "C", "C", "C", "C", "C", "C", "C", "C", "H", "H", "H", "H", "H", "H", "H", "H", "H", "H", "C", "C", "C", "C", "C", "C", "C", "S", "O", "C", "C", "C", "C", "C", "C", "C", "C", "C", "C", "C", "C", "C", "C", "C", "C", "C", "C", "C", "C", "S", "O", "C", "C", "C", "C", "C", "C", "C", "H", "H", "H", "H", "H", "H", "H", "H", "H", "H", "H", "H", "H", "H", "H", "H", "H", "H", "H", "H", "H", "H", "H", "H", "H", "H", "O", "Se", "O", "O", "O", "N", "C", "C", "C", "C", "C", "C", "C", "C", "C", "H", "H", "H", "H"], "positions_angstrom": [[1.33476, 0.08862, 0.46422], [3.46771, 1.34303, 0.51414], [3.58803, -0.21096, -1.86016], [1.65894, -1.25790, -1.92579], [4.31844, -0.28205, -3.55124], [4.91833, 0.87234, -4.04260], [5.54796, 0.86183, -5.28285], [5.57605, -0.30059, -6.03508], [4.96332, -1.45384, -5.55457], [4.33741, -1.44409, -4.32017], [4.79560, -1.34891, -1.04805], [4.63976, -2.73013, -0.98880], [5.62596, -3.52904, -0.43058], [6.78553, -2.95507, 0.07453], [6.95222, -1.57951, 0.01779], [5.96182, -0.78143, -0.53944], [4.88419, 1.78500, -3.45806], [6.01314, 1.76494, -5.65618], [6.06808, -0.31131, -6.99977], [4.97984, -2.36234, -6.14395], [3.84784, -2.33743, -3.95001], [3.72349, -3.17096, -1.36466], [5.49176, -4.60304, -0.39184], [7.55236, -3.57749, 0.51804], [7.85450, -1.12371, 0.40495], [6.10015, 0.29462, -0.57969], [-3.99049, -5.51551, -0.71655], [-3.34455, -4.17006, -0.52678], [-2.14404, -3.85821, -1.15185], [-1.52398, -2.63425, -0.94101], [-2.13178, -1.70905, -0.11137], [-3.33817, -1.98543, 0.51753], [-3.93542, -3.21368, 0.29984], [-1.32935, -0.17156, 0.30948], [-1.89405, 0.21616, 1.62893], [-2.01827, 0.92358, -0.94743], [-1.75705, 0.52893, -2.28185], [-2.24476, 1.26071, -3.31378], [-2.96652, 2.45408, -3.06691], [-3.48476, 3.22665, -4.13589], [-4.11059, 4.41343, -3.89907], [-4.22077, 4.89568, -2.57616], [-3.75067, 4.16087, -1.52794], [-3.14387, 2.89359, -1.73820], [-2.68745, 2.07939, -0.64389], [-2.95657, 2.59332, 0.74186], [-4.30117, 2.64951, 1.21626], [-5.37989, 2.06375, 0.50168], [-6.65796, 2.14583, 0.97030], [-6.93301, 2.82594, 2.17916], [-5.91326, 3.37466, 2.89794], [-4.57108, 3.28185, 2.44892], [-3.49918, 3.80617, 3.21459], [-2.21536, 3.68637, 2.78141], [-1.95009, 3.07946, 1.53580], [-0.28114, 2.96465, 0.87153], [0.08491, 4.33181, 0.41124], [0.63169, 2.72461, 2.40679], [1.53498, 3.72513, 2.73337], [2.36753, 3.55273, 3.82689], [2.31095, 2.39483, 4.60019], [3.21057, 2.23269, 5.79631], [1.39601, 1.40726, 4.24964], [0.55838, 1.55697, 3.15198], [-3.34539, -6.18816, -1.27977], [-4.93681, -5.42317, -1.25290], [-4.20339, -5.98485, 0.24518], [-1.66858, -4.59124, -1.79182], [-0.56433, -2.42316, -1.39297], [-3.77252, -1.25099, 1.18335], [-4.87442, -3.44245, 0.79109], [-1.15696, -0.35105, -2.47271], [-2.06185, 0.95525, -4.33635], [-3.36637, 2.85457, -5.14642], [-4.50621, 4.99644, -4.72046], [-4.66882, 5.86375, -2.39383], [-3.82247, 4.55321, -0.52356], [-5.17453, 1.54116, -0.42375], [-7.46766, 1.69250, 0.41327], [-7.95320, 2.90401, 2.53226], [-6.11057, 3.88796, 3.83176], [-3.71755, 4.28472, 4.16179], [-1.39096, 4.05655, 3.37661], [1.59019, 4.62122, 2.12956], [3.08969, 4.32626, 4.06073], [4.26035, 2.30020, 5.50670], [3.05273, 1.26999, 6.28124], [3.02391, 3.01865, 6.53014], [1.34189, 0.49413, 4.83086], [-0.18984, 0.80238, 2.93004], [3.59645, 5.96687, 0.94895], [3.58854, 4.79295, -0.20349], [4.11813, 5.26912, -1.68440], [2.03113, 1.91242, -0.25019], [4.48566, 3.48106, 0.32405], [-1.91035, -9.03267, 0.90929], [-1.42375, -7.99827, 1.03143], [-0.82041, -6.69640, 1.18422], [0.29697, -6.35448, 0.42484], [0.87055, -5.10674, 0.57362], [0.33814, -4.18347, 1.48052], [-0.77336, -4.54404, 2.24666], [-1.35350, -5.78909, 2.09589], [0.87019, -2.85789, 1.53479], [1.27217, -1.71093, 1.43439], [0.69748, -7.06165, -0.28900], [1.71811, -4.81100, -0.03056], [-1.19017, -3.82611, 2.93973], [-2.22530, -6.06096, 2.67612]], "forces_ev_per_a": [[0.509, 0.054, -0.660], [-0.702, -0.397, -0.030], [0.610, -0.376, -0.148], [0.054, 0.365, 0.088], [-0.068, 0.122, 0.019], [-0.026, 0.022, -0.010], [0.001, -0.003, 0.025], [-0.015, -0.017, -0.008], [0.023, 0.013, -0.005], [-0.054, 0.002, 0.016], [-0.057, -0.100, -0.160], [-0.099, 0.010, 0.092], [0.031, 0.027, 0.000], [-0.021, -0.010, 0.005], [-0.010, 0.008, -0.019], [0.010, 0.041, 0.011], [0.020, 0.005, 0.009], [-0.002, 0.012, -0.001], [0.000, 0.000, -0.003], [-0.011, -0.002, -0.009], [0.024, -0.013, 0.017], [-0.001, 0.000, -0.013], [-0.010, -0.012, 0.021], [0.012, -0.007, -0.010], [-0.001, 0.010, 0.023], [0.002, -0.001, -0.024], [0.008, 0.020, -0.004], [-0.005, -0.024, 0.002], [0.007, -0.004, 0.007], [-0.047, -0.014, 0.035], [0.113, -0.075, -0.087], [0.025, -0.024, -0.035], [-0.041, 0.002, 0.014], [-0.102, 0.600, 0.436], [0.044, -0.223, -0.218], [-0.075, -0.282, -0.048], [0.001, -0.045, 0.083], [-0.017, 0.025, -0.023], [-0.006, -0.043, -0.116], [0.029, -0.042, 0.022], [-0.019, 0.044, 0.080], [0.005, 0.016, -0.087], [-0.001, -0.080, 0.038], [0.032, 0.124, 0.088], [-0.025, 0.150, 0.064], [0.093, -0.125, 0.003], [-0.028, -0.126, -0.053], [0.071, 0.035, -0.019], [-0.047, 0.040, 0.070], [-0.008, -0.036, -0.085], [0.056, -0.022, 0.037], [-0.030, 0.074, 0.078], [-0.037, -0.020, 0.021], [0.006, 0.010, -0.067], [-0.032, 0.047, -0.097], [0.083, 0.467, 0.301], [-0.205, -0.271, -0.117], [0.032, 0.193, -0.083], [0.011, -0.034, 0.017], [0.048, -0.041, 0.016], [-0.044, 0.039, 0.004], [0.015, -0.012, -0.057], [0.045, -0.041, -0.025], [-0.220, -0.049, 0.113], [0.006, -0.004, -0.011], [-0.006, 0.000, -0.002], [-0.005, -0.002, 0.007], [0.028, -0.016, 0.004], [0.012, -0.029, 0.019], [0.000, -0.002, 0.020], [0.002, -0.010, 0.015], [-0.002, -0.014, 0.001], [0.001, -0.003, -0.007], [0.026, 0.009, -0.003], [0.016, 0.016, -0.006], [-0.013, -0.003, 0.001], [-0.023, -0.003, 0.006], [0.000, 0.016, -0.018], [-0.007, -0.007, -0.001], [-0.006, -0.008, 0.006], [0.002, -0.012, 0.009], [-0.007, 0.009, 0.001], [0.019, 0.019, -0.020], [0.051, 0.008, -0.053], [-0.010, 0.014, 0.004], [0.006, 0.001, -0.007], [0.001, -0.008, 0.002], [0.003, 0.002, 0.010], [-0.012, 0.005, 0.021], [0.101, 0.005, -0.057], [0.039, -0.264, -0.256], [0.086, 0.273, -0.134], [-0.069, -0.053, 0.397], [-0.099, -0.392, 0.469], [0.000, 0.226, -0.033], [-0.031, -0.053, -0.013], [0.080, 0.253, 0.007], [-0.084, -0.275, -0.014], [0.042, 0.062, -0.032], [-0.012, -0.023, -0.053], [0.051, 0.183, -0.042], [-0.075, -0.025, 0.004], [-0.009, 0.078, 0.058], [0.000, -0.192, 0.178], [-0.083, 0.239, -0.042], [0.017, -0.015, 0.015], [0.010, -0.014, 0.009], [-0.006, 0.014, -0.006], [0.007, -0.010, 0.011]], "de_lowest_kcal_mol": 29.23, "charge": -1, "lumo_energy_ev": [1.61, 0.86], "orbital_gap_ev": [6.6, 6.4], "spin_multiplicity": 6}

Question: What is the charge in the first record?
Answer: 0